No. 1
{"formula": "C10H10BrLiN2O2", "method": "ωB97M-V with the def2-TZVPD basis set", "symbols": ["Li", "C", "C", "C", "C", "C", "Br", "N", "C", "H", "H", "H", "H", "H", "H", "O", "C", "C", "C", "C", "O", "N", "H", "H", "H", "H"], "positions_angstrom": [[-2.046, -1.507, -0.102], [1.963, 0.386, -2.833], [0.635, 0.557, -2.189], [0.277, 1.705, -1.489], [-1.040, 1.891, -1.013], [-1.923, 0.864, -1.295], [-3.675, 0.997, -0.583], [-1.580, -0.285, -1.819], [-0.334, -0.435, -2.241], [1.858, 0.438, -3.911], [2.340, -0.591, -2.537], [2.648, 1.139, -2.424], [1.018, 2.456, -1.249], [-1.377, 2.741, -0.460], [-0.117, -1.423, -2.633], [-1.391, -2.576, 1.333], [-0.710, -1.601, 1.736], [0.269, -1.729, 2.837], [0.718, -0.268, 3.018], [-0.018, 0.499, 1.886], [0.188, 1.668, 1.631], [-0.798, -0.384, 1.195], [1.080, -2.429, 2.581], [-0.169, -2.166, 3.735], [1.746, -0.075, 2.826], [0.438, 0.129, 4.000]], "lowdin_charge": [0.67, -0.04, -0.26, 0.01, -0.09, -0.80, 0.77, -0.04, -0.11, 0.09, 0.08, 0.09, 0.12, 0.10, 0.12, -0.09, -0.56, -0.09, -0.07, -0.49, 0.04, 0.10, 0.13, 0.12, 0.10, 0.12], "charge": 0, "lumo_ev": 0.38}

No. 2
{"formula": "C4H4NO3PS", "method": "ωB97M-V with the def2-TZVPD basis set", "symbols": ["O", "P", "O", "O", "C", "N", "S", "C", "C", "C", "H", "H", "H", "H"], "positions_angstrom": [[-1.649, -2.707, 1.486], [-1.730, -1.272, 1.026], [-2.173, -0.343, 2.152], [-2.382, -1.017, -0.304], [0.098, -0.570, 0.675], [1.214, -1.007, 0.830], [2.587, 0.168, 0.295], [1.687, 0.594, -1.214], [0.383, 1.207, -0.842], [-0.392, 0.819, 0.142], [1.233, -0.398, -1.648], [2.341, 1.181, -1.759], [0.184, 2.180, -1.129], [-1.402, 1.167, 0.291]], "lowdin_charge": [-0.49, 0.03, -0.47, -0.44, -0.42, -0.21, 0.65, -0.55, -0.25, -0.11, 0.12, 0.01, 0.05, 0.08], "smiles": "O=P([O-])([O-])C1=NSCC=C1", "charge": -2, "lumo_ev": 5.23, "e_above_lowest_kj_mol": 142.77}

No. 3
{"formula": "C37H38F6N5O6PS3W", "method": "ωB97M-V with the def2-TZVPD basis set", "symbols": ["W", "C", "N", "C", "C", "C", "N", "C", "C", "C", "C", "C", "C", "C", "O", "C", "C", "C", "N", "C", "C", "C", "C", "C", "C", "C", "O", "H", "H", "H", "H", "H", "H", "H", "H", "H", "H", "H", "H", "H", "H", "H", "H", "H", "H", "H", "H", "H", "H", "H", "H", "H", "S", "C", "N", "F", "C", "F", "F", "S", "O", "O", "N", "S", "O", "O", "C", "F", "F", "F", "C", "P", "C", "C", "C", "C", "C", "C", "C", "C", "C", "C", "C", "C", "H", "H", "H", "H", "H", "H", "H", "H", "H", "H", "H", "H", "H"], "positions_angstrom": [[0.944, -0.446, 0.635], [3.186, 1.419, 1.943], [3.165, 0.434, 0.825], [4.124, -0.624, 1.264], [4.540, -1.638, 0.224], [3.383, -2.425, -0.384], [2.153, -2.335, 0.418], [1.839, -3.446, 1.004], [0.664, -3.773, 1.737], [0.608, -4.989, 2.441], [-0.544, -5.390, 3.065], [-1.687, -4.587, 2.957], [-1.668, -3.405, 2.256], [-0.480, -2.962, 1.649], [-0.448, -1.839, 0.977], [3.737, 1.159, -0.358], [3.254, 0.682, -1.716], [1.843, 1.180, -2.015], [1.069, 1.325, -0.771], [0.582, 2.508, -0.597], [-0.020, 3.049, 0.574], [-0.513, 4.369, 0.569], [-0.886, 4.975, 1.740], [-0.733, 4.283, 2.953], [-0.259, 2.996, 2.986], [0.071, 2.345, 1.784], [0.478, 1.110, 1.816], [4.217, 1.753, 2.097], [2.807, 0.958, 2.850], [2.577, 2.282, 1.693], [3.662, -1.122, 2.114], [5.025, -0.116, 1.622], [5.218, -2.323, 0.739], [5.129, -1.174, -0.570], [3.665, -3.474, -0.487], [3.144, -2.103, -1.387], [2.546, -4.271, 0.897], [1.500, -5.604, 2.486], [-0.580, -6.315, 3.623], [-2.604, -4.900, 3.440], [-2.555, -2.791, 2.192], [4.827, 1.100, -0.292], [3.482, 2.213, -0.243], [3.294, -0.394, -1.787], [3.934, 1.058, -2.484], [1.327, 0.517, -2.697], [1.899, 2.154, -2.505], [0.693, 3.216, -1.420], [-0.586, 4.895, -0.377], [-1.273, 5.985, 1.739], [-1.007, 4.771, 3.880], [-0.165, 2.440, 3.910], [0.259, -1.462, 5.135], [0.903, -1.193, 3.699], [1.404, -1.003, 2.648], [-0.208, -4.325, -3.436], [-0.410, -3.514, -2.411], [0.108, -4.068, -1.313], [-1.714, -3.339, -2.236], [0.443, -1.898, -2.701], [0.279, -1.230, -1.410], [1.775, -2.258, -3.088], [-0.382, -1.075, -3.711], [-0.391, -1.232, -5.301], [-0.468, -2.591, -5.731], [-1.294, -0.252, -5.811], [1.285, -0.644, -5.870], [2.183, -1.616, -5.845], [1.172, -0.202, -7.119], [1.723, 0.371, -5.110], [-3.063, -0.986, -0.347], [-2.035, 0.484, 0.022], [-2.749, 1.107, 1.582], [-3.341, 2.358, 1.751], [-3.775, 2.767, 3.004], [-3.594, 1.953, 4.111], [-2.963, 0.724, 3.963], [-2.547, 0.307, 2.710], [-2.655, 1.550, -1.331], [-1.821, 1.706, -2.436], [-2.258, 2.367, -3.576], [-3.537, 2.899, -3.616], [-4.388, 2.733, -2.530], [-3.956, 2.051, -1.402], [-4.125, -0.764, -0.231], [-2.781, -1.822, 0.284], [-2.870, -1.257, -1.385], [-3.447, 3.030, 0.912], [-4.240, 3.739, 3.114], [-3.925, 2.280, 5.089], [-2.776, 0.094, 4.823], [-2.025, -0.639, 2.616], [-0.836, 1.261, -2.432], [-1.606, 2.435, -4.438], [-3.883, 3.419, -4.500], [-5.399, 3.119, -2.569], [-4.649, 1.885, -0.588]], "lowdin_charge": [1.72, -0.07, -0.25, -0.21, -0.14, -0.19, -0.08, -0.08, -0.17, -0.02, -0.08, -0.06, -0.01, -0.35, -0.29, -0.17, -0.14, -0.20, -0.10, -0.11, -0.17, -0.03, -0.08, -0.06, 0.01, -0.37, -0.28, 0.10, 0.09, 0.08, 0.10, 0.12, 0.12, 0.11, 0.12, 0.06, 0.14, 0.12, 0.10, 0.11, 0.10, 0.13, 0.12, 0.07, 0.13, 0.06, 0.12, 0.14, 0.12, 0.10, 0.11, 0.13, 0.61, -0.90, -0.07, 0.16, -0.66, 0.15, 0.15, 0.61, -0.44, -0.25, -0.28, 0.60, -0.26, -0.27, -0.67, 0.15, 0.14, 0.12, -0.21, 1.05, -0.35, -0.10, -0.09, -0.09, -0.07, -0.09, -0.35, -0.11, -0.07, -0.08, -0.08, -0.10, 0.06, 0.01, 0.04, 0.09, 0.11, 0.10, 0.10, 0.08, 0.06, 0.11, 0.10, 0.10, 0.10], "charge": 0, "lumo_ev": [-0.47, -0.52], "e_above_lowest_kj_mol": 29.34}

No. 4
{"formula": "C4H6N2", "method": "ωB97M-V with the def2-TZVPD basis set", "symbols": ["C", "C", "C", "C", "H", "H", "H", "H", "H", "H", "N", "N"], "positions_angstrom": [[1.844, 0.024, -0.055], [0.528, 0.012, 0.081], [-0.434, -1.113, 0.144], [-1.648, 0.624, -0.053], [2.349, -0.952, -0.064], [2.434, 0.896, 0.018], [-0.237, -1.656, 0.999], [-0.281, -1.770, -0.685], [-2.481, 1.282, -0.143], [0.031, 2.117, -0.603], [-1.783, -0.608, -0.013], [-0.323, 1.143, 0.374]], "lowdin_charge": [0.03, -0.41, -0.19, -0.24, 0.07, 0.04, 0.10, 0.12, 0.10, 0.27, 0.07, 0.04], "charge": 0, "lumo_ev": 0.34, "e_above_lowest_kj_mol": 311.16}

No. 5
{"formula": "C25H43AgN2O12", "method": "ωB97M-V with the def2-TZVPD basis set", "symbols": ["Ag", "N", "O", "O", "O", "C", "C", "C", "C", "C", "C", "N", "O", "C", "C", "C", "H", "H", "H", "H", "H", "H", "H", "H", "H", "H", "H", "H", "H", "H", "H", "H", "H", "H", "H", "O", "C", "O", "C", "C", "C", "H", "H", "H", "H", "H", "H", "O", "C", "O", "C", "C", "C", "H", "H", "H", "H", "H", "H", "O", "C", "O", "C", "C", "C", "H", "H", "H", "H", "H", "H", "O", "C", "O", "C", "C", "C", "H", "H", "H", "H", "H", "H"], "positions_angstrom": [[-4.306, 5.664, -4.642], [-0.857, 2.317, -1.553], [-1.504, 3.311, -1.942], [-1.343, 1.488, -0.844], [0.226, 2.162, -1.997], [2.008, -3.035, 4.704], [1.027, -4.145, 5.071], [0.781, -4.183, 6.625], [-0.242, -5.212, 7.063], [-1.571, -4.916, 6.314], [-1.497, -4.730, 4.723], [-0.229, -3.964, 4.398], [-0.135, -3.871, 2.993], [-1.703, -6.079, 4.104], [-2.578, -3.733, 4.328], [1.700, -5.463, 4.612], [1.529, -2.096, 4.982], [2.181, -2.982, 3.629], [2.900, -3.173, 5.314], [1.698, -4.369, 7.184], [0.456, -3.260, 7.107], [-0.397, -5.161, 8.140], [0.082, -6.239, 6.898], [-1.925, -4.005, 6.796], [-2.220, -5.742, 6.604], [-2.700, -6.319, 4.473], [-1.629, -6.147, 3.019], [-1.013, -6.833, 4.482], [-2.635, -3.519, 3.261], [-3.448, -4.308, 4.646], [-2.482, -2.797, 4.878], [2.619, -5.664, 5.162], [1.944, -5.425, 3.551], [1.025, -6.319, 4.615], [-0.247, -2.929, 2.848], [7.470, 5.654, -2.306], [7.108, 4.533, -2.129], [7.379, 3.513, -2.944], [6.732, 2.245, -2.645], [6.462, 2.569, -1.154], [6.254, 4.052, -0.985], [7.501, 1.474, -2.613], [5.909, 1.840, -3.235], [7.352, 2.377, -0.556], [5.597, 2.060, -0.726], [6.486, 4.515, -0.026], [5.261, 4.413, -1.252], [-5.268, 0.281, -5.626], [-5.405, -0.964, -5.708], [-6.347, -1.604, -6.405], [-6.431, -3.007, -6.167], [-5.074, -3.262, -5.693], [-4.553, -2.020, -5.032], [-6.503, -3.570, -7.098], [-7.245, -3.319, -5.512], [-4.482, -3.636, -6.528], [-5.029, -4.048, -4.940], [-3.474, -1.873, -5.082], [-4.814, -2.026, -3.974], [0.019, 5.450, -7.986], [1.062, 5.796, -8.517], [1.024, 6.561, -9.530], [2.351, 6.642, -10.180], [3.036, 5.432, -9.588], [2.425, 5.243, -8.245], [2.919, 7.557, -10.017], [2.230, 6.569, -11.261], [4.124, 5.468, -9.650], [2.736, 4.554, -10.160], [2.829, 5.908, -7.481], [2.345, 4.253, -7.797], [-2.881, 2.402, 7.103], [-2.713, 2.805, 5.934], [-3.710, 3.544, 5.257], [-3.229, 4.156, 4.080], [-1.744, 4.008, 4.180], [-1.448, 2.849, 5.139], [-3.540, 5.192, 3.945], [-3.668, 3.573, 3.271], [-1.353, 4.893, 4.684], [-1.238, 3.755, 3.249], [-0.506, 3.020, 5.660], [-1.469, 1.852, 4.699]], "lowdin_charge": [0.99, -0.75, -0.14, -0.06, -0.04, 0.00, -0.47, -0.12, -0.18, -0.09, -0.45, 0.10, 0.10, 0.00, -0.01, 0.02, 0.10, 0.10, 0.11, 0.13, 0.13, 0.13, 0.11, 0.12, 0.13, 0.11, 0.11, 0.09, 0.10, 0.11, 0.10, 0.12, 0.10, 0.08, 0.15, 0.13, -0.53, 0.02, -0.10, -0.17, -0.09, 0.12, 0.13, 0.12, 0.11, 0.13, 0.13, 0.05, -0.43, 0.04, -0.16, -0.21, -0.07, 0.13, 0.13, 0.12, 0.12, 0.13, 0.13, 0.08, -0.57, 0.07, -0.09, -0.17, -0.08, 0.13, 0.13, 0.12, 0.12, 0.14, 0.14, 0.07, -0.40, 0.00, -0.19, -0.15, -0.09, 0.13, 0.13, 0.12, 0.12, 0.13, 0.12], "multiplicity": 2, "charge": 1, "lumo_ev": [-5.72, -6.70], "e_above_lowest_kj_mol": 432.09}

No. 6
{"formula": "C21H43N2P3PdSSe", "method": "ωB97M-V with the def2-TZVPD basis set", "symbols": ["Pd", "P", "P", "P", "H", "C", "C", "H", "C", "C", "C", "C", "C", "C", "C", "C", "C", "H", "H", "H", "H", "H", "H", "H", "H", "H", "H", "H", "H", "H", "H", "H", "H", "H", "H", "H", "H", "H", "H", "H", "H", "H", "H", "H", "H", "H", "C", "C", "C", "C", "C", "C", "Se", "H", "H", "H", "H", "H", "H", "C", "N", "C", "C", "N", "C", "S", "H", "H", "H", "H", "H", "H"], "positions_angstrom": [[-0.145, -1.215, -0.778], [0.513, -3.376, -1.070], [1.793, 0.420, -1.452], [-1.553, -0.918, 1.351], [-0.427, 3.952, -0.015], [-0.695, 3.368, 0.865], [0.216, 3.042, 1.820], [1.305, 3.114, 1.626], [-0.581, -3.798, -2.476], [2.264, -3.525, -1.492], [0.076, -4.400, 0.346], [2.032, 2.249, -1.380], [3.555, 0.033, -1.129], [1.727, 0.251, -3.255], [-2.382, 0.516, 2.160], [-1.266, -1.854, 2.897], [-3.027, -1.684, 0.666], [-1.779, 3.294, 0.976], [-0.072, 2.487, 2.724], [-0.644, -4.805, -2.947], [-0.336, -3.088, -3.260], [-1.575, -3.545, -2.098], [2.675, -4.479, -1.889], [2.893, -3.319, -0.621], [2.520, -2.788, -2.261], [0.141, -5.509, 0.278], [-0.965, -4.215, 0.627], [0.705, -4.144, 1.200], [2.656, 2.525, -2.245], [2.586, 2.534, -0.473], [1.074, 2.785, -1.412], [4.203, 0.479, -1.901], [3.745, -1.042, -1.077], [3.842, 0.467, -0.165], [2.455, 0.915, -3.734], [0.710, 0.503, -3.572], [1.930, -0.784, -3.532], [-3.292, 0.091, 2.612], [-2.644, 1.284, 1.414], [-1.768, 0.944, 2.970], [-2.257, -2.053, 3.335], [-0.688, -1.254, 3.614], [-0.739, -2.796, 2.718], [-3.840, -1.587, 1.385], [-2.843, -2.729, 0.422], [-3.280, -1.147, -0.255], [-2.870, 1.026, -2.889], [-2.683, 2.379, -2.500], [-3.549, 3.407, -2.946], [-4.590, 3.120, -3.837], [-4.780, 1.793, -4.254], [-3.922, 0.789, -3.809], [-1.772, -0.498, -2.454], [-1.133, 0.099, -0.418], [-1.823, 2.620, -1.881], [-3.415, 4.442, -2.598], [-5.255, 3.922, -4.198], [-5.614, 1.576, -4.940], [-4.034, -0.224, -4.211], [4.050, 1.419, 2.545], [3.099, 0.956, 3.561], [2.813, 1.599, 4.746], [1.892, 0.855, 5.409], [1.605, -0.218, 4.587], [2.330, -0.174, 3.420], [2.265, -1.219, 2.111], [4.624, 0.566, 2.136], [3.491, 1.893, 1.716], [4.735, 2.144, 3.019], [3.318, 2.510, 5.009], [1.424, 0.999, 6.357], [0.981, -0.979, 4.799]], "lowdin_charge": [0.17, 0.71, 0.84, 0.82, 0.05, -0.07, -0.05, 0.04, -0.25, -0.24, -0.24, -0.22, -0.24, -0.26, -0.21, -0.22, -0.25, 0.05, 0.04, 0.10, 0.02, 0.02, 0.09, 0.05, 0.03, 0.10, 0.03, 0.04, 0.08, 0.04, 0.03, 0.09, 0.04, 0.01, 0.08, 0.01, 0.05, 0.08, 0.05, 0.05, 0.09, 0.02, 0.04, 0.08, 0.06, 0.01, -0.50, -0.06, 0.01, 0.05, 0.01, -0.07, 0.97, -0.03, 0.09, 0.14, 0.16, 0.15, 0.12, 0.01, -0.08, 0.07, 0.07, 0.11, -0.73, 0.81, 0.10, 0.08, 0.13, 0.16, 0.16, 0.15], "multiplicity": 5, "charge": 4, "lumo_ev": [-11.93, -14.99], "e_above_lowest_kj_mol": 120.26}